No. 1
Entry from the Open Molecules 2025 dataset: a cluster of 2 separate species, C4H14NO2 in total at a distorted geometry (ωB97M-V/def2-TZVPD).

The geometry in XYZ format:
```
21
Properties=species:S:1:pos:R:3:forces:R:3
C -2.133 -1.273 0.118 -0.45 -1.39 0.21
C -1.020 -0.241 0.158 -0.55 -0.13 -0.35
C -0.572 0.220 -1.218 -1.01 1.14 -0.07
C 0.056 1.599 -1.214 2.61 -0.69 0.65
O 1.370 1.470 -0.512 -0.30 -0.23 -0.23
N 0.151 -0.641 1.004 0.09 -0.65 0.68
H -3.127 -0.890 0.336 0.18 0.53 0.15
H -2.040 -2.137 0.785 0.38 0.27 0.32
H -2.259 -1.754 -0.832 0.30 -0.08 -0.82
H -1.470 0.579 0.675 0.10 0.85 0.28
H 0.073 -0.471 -1.763 0.01 -0.21 0.22
H -1.489 0.324 -1.805 -0.05 -0.23 -0.07
H 0.284 1.892 -2.236 -0.39 0.41 0.04
H -0.386 2.384 -0.605 -0.77 -0.14 -0.45
H 2.072 1.346 -1.162 -0.15 0.16 -0.09
H 0.391 0.044 1.717 0.09 0.33 -0.12
H -0.041 -1.490 1.541 0.00 -0.12 -0.20
H 1.026 -0.786 0.499 -0.11 -0.05 -0.14
H 3.487 0.006 2.105 -0.04 -0.77 0.36
H 2.770 0.275 0.883 -0.23 -0.42 -0.14
O 2.857 -0.456 1.526 0.31 1.41 -0.23
```
Positions in Å, forces in eV/Å.

Output
E_LUMO: -3.039 eV
total charge: +1
max |F|: 0.0539 Eh/bohr
gap between HOMO and LUMO: 0.4335 Ha
E_HOMO: -14.835 eV
ΔE to the lowest compared entry with this formula, charge and spin: 116.8 kJ/mol

No. 2
Entry from the Open Molecules 2025 dataset: a cluster of 3 separate species, C4H14NO2 in total at a distorted geometry (ωB97M-V/def2-TZVPD).

The geometry in XYZ format:
```
21
Properties=species:S:1:pos:R:3:forces:R:3
C -0.315 1.161 0.971 2.48 -1.38 -0.33
N 0.142 -0.206 0.334 -3.02 -2.38 0.12
C 0.489 -0.081 -1.173 1.38 0.52 2.47
C 0.050 1.420 -1.489 1.92 -1.61 2.15
C 0.262 2.096 -0.054 -0.45 2.21 -1.01
H -0.018 1.305 2.064 -0.24 -0.47 -1.68
H -1.363 1.132 0.843 -1.20 0.07 0.26
H 0.867 -0.809 0.779 -0.02 0.87 0.40
H -0.724 -0.882 0.312 1.61 1.65 0.29
H 1.561 -0.491 -1.143 -0.98 1.81 -0.73
H 0.003 -0.909 -1.613 -1.15 -0.33 -0.97
H -1.006 1.404 -1.775 0.43 0.33 -0.30
H 0.800 1.782 -2.185 -0.69 0.50 -0.41
H 1.258 2.560 0.113 -0.04 -1.36 -0.05
H -0.294 3.041 0.043 -0.40 -0.27 -0.45
H 2.245 -1.536 2.445 -0.54 -0.30 -0.84
H 2.807 -2.060 1.169 1.50 -0.65 -0.98
O 1.985 -1.809 1.532 -0.71 0.76 1.96
H -3.096 -1.488 -1.183 -1.03 0.69 -2.54
H -3.049 -1.952 0.093 -1.61 -1.59 3.10
O -2.472 -1.595 -0.511 2.77 0.96 -0.44
```
Positions in Å, forces in eV/Å.

Output
E_LUMO: -2.776 eV
total charge: +1
max |F|: 0.0749 Eh/bohr
gap between HOMO and LUMO: 0.4770 Ha
E_HOMO: -15.757 eV
ΔE to the lowest compared entry with this formula, charge and spin: 146.5 kJ/mol

No. 3
Entry from the Open Molecules 2025 dataset: a cluster of 3 separate species, C4H14NO3 in total at a distorted geometry (ωB97M-V/def2-TZVPD).

The geometry in XYZ format:
```
22
Properties=species:S:1:pos:R:3:forces:R:3
C 2.036 1.606 0.697 -0.35 2.84 -1.66
C 0.729 1.544 0.011 -1.36 -1.97 -2.07
N 0.444 0.100 -0.198 0.38 -0.53 0.41
C -0.921 -0.265 -0.578 -0.63 1.62 -1.28
C -2.133 0.697 -0.247 0.38 0.52 0.12
O -2.593 0.570 1.021 -0.58 -0.20 0.57
H 2.370 2.616 0.886 -0.01 0.45 0.14
H 2.025 1.103 1.577 -0.04 -1.66 2.66
H 2.708 1.204 0.021 1.82 -1.11 -1.08
H 0.677 1.982 -1.054 0.36 -0.10 1.66
H -0.103 1.877 0.572 -0.66 1.21 0.73
H 0.805 -0.483 0.541 -0.08 0.28 0.38
H -0.847 -0.257 -1.665 -0.45 -0.28 -0.56
H -1.307 -1.243 -0.262 0.73 0.16 0.16
H -2.787 0.495 -1.173 -0.27 -0.20 1.07
H -1.996 1.810 -0.298 0.90 -0.45 -1.06
H -2.466 -0.708 1.632 -0.80 -0.38 -1.14
H -1.394 -1.667 1.830 1.20 -0.61 0.27
O -2.324 -1.771 1.700 -0.50 0.36 0.66
H 1.672 -3.247 -1.982 -3.44 1.08 -1.08
H 2.897 -2.599 -1.361 0.63 2.66 0.85
O 2.508 -3.365 -1.670 2.77 -3.68 0.26
```
Positions in Å, forces in eV/Å.

Output
E_LUMO: 3.397 eV
total charge: -1
max |F|: 0.0897 Eh/bohr
gap between HOMO and LUMO: 0.2432 Ha
E_HOMO: -3.220 eV
ΔE to the lowest compared entry with this formula, charge and spin: 247.8 kJ/mol

No. 4
Entry from the Open Molecules 2025 dataset: a cluster of 3 separate species, C4H14NO3 in total at a distorted geometry (ωB97M-V/def2-TZVPD).

The geometry in XYZ format:
```
22
Properties=species:S:1:pos:R:3:forces:R:3
O 0.194 -1.777 -2.023 -0.02 -0.06 -0.24
C -0.667 -1.468 -1.253 0.38 -0.16 -0.24
C -0.311 -0.793 0.090 -0.60 1.15 -2.44
C -1.647 -0.060 0.444 3.45 0.45 2.56
C -2.467 -1.124 1.112 -3.96 0.65 0.84
N 0.835 0.206 -0.258 -2.34 1.14 1.17
H -1.753 -1.536 -1.518 0.48 -0.18 0.28
H 0.088 -1.551 0.768 -0.27 0.45 0.32
H -2.035 0.506 -0.398 -0.40 -0.57 -0.31
H -1.327 0.763 1.173 -0.84 -1.05 -0.50
H -2.350 -1.400 2.169 1.42 -0.05 -0.46
H -3.473 -0.690 1.299 0.17 0.16 -0.45
H -2.799 -1.991 0.534 0.86 -0.04 -0.17
H 0.599 1.101 0.252 0.67 -1.22 -0.12
H 0.822 0.594 -1.213 0.48 -0.92 0.03
H 1.744 -0.136 0.108 0.28 0.14 -0.25
H 3.184 0.025 1.933 0.28 0.24 -0.18
H 3.527 0.601 0.495 0.41 0.10 0.53
O 3.209 -0.166 0.987 -0.37 -0.25 -0.30
H 2.199 2.958 -2.017 -0.08 0.11 0.02
H 0.807 3.224 -1.401 0.25 0.21 -0.13
O 1.620 2.716 -1.284 -0.24 -0.29 0.03
```
Positions in Å, forces in eV/Å.

Output
E_LUMO: -3.331 eV
total charge: +1
max |F|: 0.0840 Eh/bohr
gap between HOMO and LUMO: 0.3909 Ha
E_HOMO: -13.969 eV
ΔE to the lowest compared entry with this formula, charge and spin: 146.3 kJ/mol